Record 1
Density functional theory data (the ωB97M-V functional and the def2-TZVPD basis) for a molecular structure, C36H54F12MnO27P2 at a distorted geometry.

As for the charge: 0. Its spin multiplicity is 6. The calculated total energy is -6468.16362 a.u. Its energy above the lowest of the compared OMol25 structures with the same formula, charge and spin is 360.2 kJ/mol. As for the HOMO-LUMO gap: 0.33126 Ha. As for the molar mass: 1263.66 g mol⁻¹.

The geometry in XYZ format:
```
132
Properties=species:S:1:pos:R:3:forces:R:3
Mn -11.278 -11.596 33.052 -0.3918 1.8910 2.2497
P -12.359 -9.012 31.673 -1.4217 3.0494 0.7636
F -13.641 -8.084 31.912 0.4053 0.6972 0.2233
F -11.951 -8.365 30.307 0.8606 0.7020 -0.2779
F -11.428 -7.928 32.571 -0.9119 -1.5351 -1.2478
F -11.089 -10.033 31.637 1.0601 -0.3387 -1.4550
F -12.726 -9.859 32.976 -0.3931 0.1914 1.9432
F -13.371 -9.945 30.831 0.5733 -1.6091 -0.2877
P -9.625 -13.481 31.916 0.6394 -3.6892 -1.1014
F -8.441 -14.203 32.738 -1.1030 0.2217 -0.9473
F -10.362 -14.923 31.452 1.6451 1.6186 0.1688
F -10.662 -13.590 33.250 1.0528 -0.6418 1.2082
F -10.874 -12.682 31.369 -2.3091 0.4889 -3.2703
F -9.138 -12.065 32.396 1.3011 1.2056 1.3270
F -8.852 -13.249 30.509 -0.4814 -1.0943 1.4003
C -7.873 -15.776 36.292 1.5562 2.0296 1.5436
C -6.394 -15.239 36.307 -1.5020 0.1614 -2.7197
C -6.115 -14.360 35.082 -1.8013 -1.8377 0.0677
O -4.993 -13.656 35.505 0.9687 1.2380 0.3388
C -5.149 -13.438 36.855 2.1455 -0.0705 0.6078
O -4.422 -12.720 37.531 -2.3804 -1.4953 -1.6757
O -6.096 -14.306 37.305 0.0646 1.4254 1.9575
H -7.877 -16.272 37.263 -0.9760 -0.9761 -0.5006
H -8.250 -16.202 35.362 0.6605 -0.8055 0.3148
H -8.527 -14.912 36.407 0.0712 0.2204 0.1744
H -5.647 -16.025 36.412 -0.1066 -0.2978 -0.2844
H -6.931 -13.679 34.843 -0.2158 0.2393 0.4569
H -6.134 -15.029 34.221 1.5011 0.3038 -0.3744
C -5.522 -9.241 35.517 1.4377 -1.5487 -0.8830
C -6.769 -9.794 36.096 -3.2762 0.4997 -0.9879
C -7.696 -8.726 36.513 -0.9263 3.0247 1.6858
O -9.071 -8.925 36.039 0.4502 -0.5980 -0.7398
C -8.939 -9.689 34.956 -0.0648 -2.8401 -0.9493
O -9.808 -10.083 34.140 2.8326 1.9398 2.6644
O -7.630 -10.182 34.946 -1.0737 -0.8347 -1.5920
H -5.059 -10.136 35.102 0.6657 0.0299 -0.0202
H -4.781 -8.764 36.159 -0.4241 -0.0689 0.3291
H -5.695 -8.643 34.622 -0.4288 0.3079 0.3502
H -6.794 -10.621 36.806 0.7417 -0.1553 -0.2716
H -7.369 -7.816 36.010 -0.0930 0.2046 0.1684
H -7.766 -8.517 37.580 -0.0310 -0.1345 -0.0485
C -14.442 -17.196 35.021 1.6018 -0.6263 -0.6495
C -12.897 -17.316 35.161 0.8315 1.8687 1.1280
C -11.994 -16.499 34.237 -1.3273 -0.6639 -2.0028
O -10.929 -16.023 35.022 1.1065 -0.2087 -1.8496
C -11.409 -15.813 36.194 0.0299 1.5093 4.1873
O -10.936 -14.983 37.001 -1.7893 -2.7860 -2.1355
O -12.474 -16.658 36.415 0.1350 0.9936 0.8174
H -14.680 -17.240 33.957 -0.0491 -0.2075 -0.1303
H -14.814 -16.229 35.357 0.1818 -0.2297 0.4090
H -14.873 -18.074 35.502 -0.3538 0.4349 0.1587
H -12.456 -18.312 35.216 -0.6963 -0.3039 0.0221
H -12.474 -15.618 33.811 -0.2717 -0.0466 -0.0923
H -11.682 -17.158 33.427 0.5576 0.4220 -0.0093
C -6.096 -14.787 30.681 1.0399 -0.7619 -0.3981
C -6.351 -14.299 29.179 -1.8049 -0.2615 3.6836
C -6.017 -12.851 28.926 -1.7062 0.8052 1.5628
O -5.049 -12.858 27.976 1.7902 -1.5553 -2.3255
C -4.922 -14.146 27.477 1.0028 0.3583 -0.2941
O -4.207 -14.461 26.569 -0.8141 0.3848 0.8607
O -5.674 -15.008 28.212 1.1435 -0.1622 -0.9600
H -5.074 -14.760 31.058 0.6030 0.3245 -0.7496
H -6.316 -15.850 30.775 -0.3503 -0.1628 -0.3348
H -6.595 -14.328 31.534 -0.6687 0.5708 -0.8703
H -7.421 -14.480 29.074 0.0347 0.0465 -0.4356
H -5.660 -12.338 29.818 0.0164 0.0059 0.0163
H -6.903 -12.342 28.547 -0.0658 0.2470 0.0003
C -9.150 -18.194 31.995 -2.5610 0.6320 0.0319
C -9.310 -19.203 30.873 -0.4875 1.0646 1.6948
C -10.510 -18.959 29.898 0.4239 0.7829 1.4124
O -9.839 -18.789 28.681 0.4274 -0.5765 -0.6213
C -8.503 -18.617 28.921 2.6862 3.1186 -7.6028
O -7.720 -18.157 28.028 -3.3920 -2.1826 3.6667
O -8.143 -18.883 30.106 0.0661 -2.1705 2.0290
H -9.924 -18.396 32.735 0.1402 -0.1710 0.4992
H -9.557 -17.309 31.506 0.6857 0.7434 0.4044
H -8.197 -18.000 32.488 0.0301 -0.4917 -0.4899
H -9.482 -20.192 31.297 1.3280 -0.5287 -0.5664
H -11.088 -18.048 30.053 0.2747 0.4016 0.4972
H -11.267 -19.734 30.017 0.4237 -0.5981 -0.9311
C -17.039 -12.521 30.922 -1.0527 -0.6261 1.6957
C -16.806 -12.461 32.519 1.2516 1.2169 -3.8396
C -16.393 -13.740 33.202 0.4784 0.3201 -0.7038
O -14.905 -13.695 33.167 -1.4433 0.4629 0.4172
C -14.492 -12.435 32.870 0.1316 -0.2883 0.2007
O -13.285 -12.179 32.935 -3.6378 -0.7677 -0.5512
O -15.572 -11.664 32.523 2.4076 -0.2452 1.5478
H -17.651 -13.393 30.690 0.1336 -0.2269 -0.1331
H -16.096 -12.544 30.376 -0.1057 -0.0398 0.2060
H -17.654 -11.678 30.608 0.3829 0.2040 0.0536
H -17.598 -11.846 32.947 0.2413 -0.3551 0.4261
H -16.697 -14.597 32.600 0.0532 -0.0965 0.3869
H -16.847 -13.722 34.192 0.7826 -0.5425 0.2935
C -12.279 -13.621 39.494 -0.3739 0.6894 0.6345
C -11.707 -12.361 38.791 -0.1400 -2.6247 0.9018
C -10.211 -12.481 38.567 -1.6425 -1.2274 0.8708
O -10.073 -11.931 37.310 0.2684 0.2896 -3.3032
C -11.248 -12.149 36.548 1.5285 2.8543 0.4230
O -11.331 -11.881 35.348 -0.1789 -1.5951 2.9165
O -12.216 -12.313 37.438 -1.0290 0.4078 -0.5060
H -11.446 -14.031 40.067 -0.1120 -0.5538 -0.1654
H -12.807 -14.351 38.880 0.8272 0.0214 -0.4583
H -13.039 -13.391 40.241 0.0269 0.5218 0.0931
H -11.795 -11.556 39.521 -1.2578 1.0020 -1.1942
H -10.017 -13.553 38.520 0.8643 0.1703 0.2781
H -9.790 -11.922 39.402 0.9986 -0.1189 -0.6444
C -9.279 -9.747 28.767 2.4175 1.4386 0.0515
C -7.983 -8.883 29.233 -4.7656 -0.0871 0.8285
C -7.713 -8.848 30.753 -0.6578 -0.3997 -0.9817
O -6.316 -9.006 30.720 1.8924 0.2438 0.7948
C -5.896 -9.456 29.510 4.6060 -1.9670 0.5665
O -4.777 -9.919 29.228 -3.0182 1.8101 1.4820
O -6.864 -9.440 28.668 -0.6172 -0.5025 -2.0149
H -10.241 -9.269 28.952 0.2857 0.0276 0.1929
H -9.201 -10.741 29.207 -0.1182 -0.0145 -0.1208
H -9.059 -9.753 27.699 -0.6235 -0.6074 -0.1426
H -8.104 -7.867 28.856 0.0256 0.0827 -0.0512
H -8.136 -9.652 31.355 -0.1343 -0.3949 -0.3560
H -8.089 -7.941 31.226 0.6355 0.3234 -0.1477
C -13.958 -11.638 27.844 1.9442 -0.6721 0.1651
C -12.573 -12.113 28.390 -3.2354 1.7286 1.4668
C -12.484 -13.585 28.642 -0.3439 -0.1872 0.5573
O -11.103 -13.834 28.384 -0.2704 -0.5610 0.8326
C -10.708 -12.839 27.609 3.9169 -1.0916 -4.5220
O -9.741 -12.863 26.856 -0.8870 -0.2045 2.2186
O -11.597 -11.905 27.467 0.1975 1.6961 -1.0282
H -14.668 -12.149 28.494 -0.5518 0.4614 -0.3610
H -13.970 -11.966 26.804 -0.5275 -0.2915 0.0414
H -14.000 -10.549 27.822 -0.2984 -0.1477 0.4376
H -12.340 -11.487 29.252 -0.0038 -0.2751 0.4452
H -13.115 -14.090 27.910 0.1176 -0.4202 -0.0716
H -12.736 -13.898 29.655 0.0667 0.0210 -0.0705
```
Positions in Å, forces in eV/Å.



Record 2
Density functional theory data (the ωB97M-V functional and the def2-TZVPD basis) for a molecular structure, C4H6O.

As for the charge: 0. The calculated total energy is -231.16017 a.u. Its energy above the lowest of the compared OMol25 structures with the same formula, charge and spin is 166.8 kJ/mol. As for the HOMO-LUMO gap: 0.39009 Ha. As for the molar mass: 70.09 g mol⁻¹.

The geometry in XYZ format:
```
11
Properties=species:S:1:pos:R:3:forces:R:3
C -1.184 -0.476 -0.152 -0.0276 -0.0672 -0.0736
C 0.002 -0.126 0.724 0.0902 -0.0053 0.2172
C 1.310 -0.175 -0.035 0.2629 -0.2673 0.1380
O 0.723 0.489 -1.167 0.1205 0.1367 -0.1279
C -0.438 0.793 -0.390 -0.1835 0.1905 -0.0684
H -2.112 -0.469 0.418 0.1316 0.2778 -0.2874
H -1.137 -1.220 -0.945 0.1150 -0.0189 0.2094
H -0.111 -0.061 1.801 0.0435 0.1447 -0.2203
H 1.764 -1.136 -0.296 -0.0809 0.0291 0.0459
H 2.049 0.488 0.437 -0.0242 -0.2149 -0.1156
H -0.733 1.833 -0.462 -0.4475 -0.2053 0.2826
```
Positions in Å, forces in eV/Å.



Q: Which value of molar mass does entry 1 give?
A: 1263.66 g mol⁻¹



Q: Look up the charge of the first one.
A: 0